Molecular formula: C34H84ClN26O16S
Method: DFT, ωB97M-V/def2-TZVPD

Geometry as XYZ:
```
162
Properties=species:S:1:pos:R:3:mulliken_charge:R:1
H -3.154 3.256 -3.017 0.376
C -0.441 8.971 -5.386 0.560
N -1.962 -2.039 2.493 0.486
O -5.457 1.591 -5.890 -0.635
C -5.626 -0.524 1.727 -0.528
H -2.868 -2.646 11.759 0.207
H -7.472 0.321 0.645 0.401
H -3.866 1.550 1.856 -1.255
H -3.660 -1.502 3.675 0.031
N -2.854 -2.836 -5.162 -0.220
H -5.179 1.650 -8.352 0.218
C -3.680 -0.875 11.219 0.634
H -6.434 -1.336 1.892 0.499
H -2.952 -1.511 13.066 0.170
O -1.752 5.670 -2.608 -0.623
H -4.421 1.002 11.103 0.198
S -1.049 4.345 -2.409 1.162
H 8.808 0.664 -6.402 0.172
N 9.025 4.413 -4.760 -0.419
C 5.673 -5.781 0.422 0.555
N -6.139 1.619 -8.048 -0.388
H -2.247 8.892 -4.479 0.169
H -3.218 -0.622 -1.398 0.456
C 0.716 -0.894 7.646 0.588
C 8.070 3.453 -4.805 0.759
H -1.311 -2.115 -0.982 0.104
N -3.122 -1.733 12.102 -0.434
H -8.428 1.540 -7.016 0.162
N -4.887 -0.467 7.187 -0.265
C 0.920 -3.369 0.215 0.282
H 0.846 7.347 -5.112 0.156
C -4.566 -1.676 6.671 0.515
H -3.659 -1.419 -7.073 0.152
O 7.588 3.051 -5.855 -0.635
C -1.235 -6.171 -5.367 0.611
N -0.421 -6.297 -6.442 -0.387
H -1.805 -7.166 -3.701 0.207
N -1.387 8.386 -4.613 -0.303
H 4.390 -6.313 1.984 0.162
O 4.440 1.768 -2.729 -0.702
H 4.289 3.039 5.795 0.212
O -3.878 -1.171 10.043 -0.637
N -7.670 1.545 -6.358 -0.396
O -5.828 3.153 1.231 -0.565
H 5.007 1.055 -1.006 0.415
C -6.406 0.667 0.924 -0.320
H 5.925 -0.589 6.364 0.212
H -3.755 -3.444 7.211 0.162
C 2.652 -1.351 1.631 0.015
H 5.198 -4.137 -0.655 0.166
O -1.937 -5.184 -5.182 -0.628
C 4.420 0.426 -0.252 -0.254
H -2.536 -2.890 2.381 0.618
N 9.340 -0.020 -6.912 -0.322
O 11.043 -1.503 -7.044 -0.650
N 4.724 2.368 6.406 -0.418
N -4.003 0.335 11.730 -0.394
N 0.697 8.246 -5.533 -0.312
C -2.354 3.016 -2.219 -0.579
H 2.791 3.618 -2.803 0.121
H 0.211 -0.887 5.618 0.184
O -4.765 -1.969 5.494 -0.713
C -6.364 1.586 -6.712 0.653
Cl 0.045 4.498 -0.650 -0.217
H -0.799 -0.966 8.988 0.069
H 9.334 4.795 -5.639 0.232
N -3.588 -0.939 -6.194 -0.338
H 0.162 -7.096 -6.612 0.177
H -5.861 0.878 -0.065 0.141
N 7.690 2.973 -3.597 -0.319
H -5.059 3.353 1.803 0.289
C 2.437 -1.447 0.103 0.569
H 1.426 8.646 -6.101 0.199
H 2.024 -1.986 2.340 0.296
H -7.878 1.520 -5.373 0.221
C -1.629 -2.509 0.047 -0.916
O -0.187 4.123 -3.635 -0.540
H 3.202 -0.605 -1.938 0.342
H -0.750 -4.105 1.510 0.352
C -2.550 -1.195 3.587 -0.608
H -4.262 -2.248 1.245 0.461
H 8.072 3.288 -2.724 0.164
C -2.952 0.248 -0.680 -1.664
H -2.388 1.000 -3.176 0.004
H -5.305 0.203 6.563 0.158
H -3.839 -2.307 8.523 0.350
O 6.693 -6.057 -0.192 -0.669
C 10.412 -0.677 -6.404 0.594
H -0.984 1.459 -0.360 0.169
N 3.129 3.334 -3.709 -0.299
H 0.698 -1.643 -0.940 0.190
H -3.837 0.039 -6.147 0.178
O -3.098 -0.916 -3.984 -0.506
H -3.849 0.596 12.687 0.177
N 10.727 -0.343 -5.127 -0.333
N 4.453 1.988 -4.982 -0.347
H 5.821 0.513 7.697 0.166
H 4.057 -4.470 0.608 0.179
H 5.773 -7.327 1.728 0.210
C -3.073 -0.374 0.809 2.877
H 9.433 4.757 -3.910 0.154
H -0.409 -5.535 -7.101 0.205
H 9.074 -0.240 -7.858 0.180
C -2.508 0.384 3.343 -0.666
O 1.744 -4.173 0.759 -0.536
H 6.981 2.257 -3.590 0.074
H -1.486 0.795 3.637 0.405
C -1.482 0.733 -1.087 0.778
H -4.731 -0.210 8.148 0.195
H -2.853 3.050 -1.178 0.276
H 5.127 1.242 -5.049 0.194
H -2.069 -1.482 4.586 0.388
H 4.876 2.611 7.368 0.167
C -2.959 0.845 1.848 0.334
H 10.222 0.333 -4.585 0.147
H 11.518 -0.810 -4.713 0.204
H -0.885 -0.709 1.161 0.311
C 3.748 -0.384 2.195 -0.515
N 0.940 -0.869 6.307 -0.218
H 2.784 3.804 -4.526 0.123
N -1.212 -7.222 -4.513 -0.401
C -1.830 -1.371 1.160 -1.464
H -2.542 -3.308 -4.330 0.144
C -3.175 -1.527 -5.047 0.467
O 4.875 0.902 4.688 -0.658
H 3.941 -0.282 3.335 0.370
N 1.435 -2.275 -0.600 -0.184
H -1.015 -2.341 2.810 0.617
H -2.081 1.500 1.469 0.476
N 4.899 -4.713 0.115 -0.221
H -6.297 1.831 2.891 0.178
C -4.460 -1.191 0.854 -1.020
H 5.410 1.259 1.678 0.367
H -7.674 2.371 1.808 0.309
N -0.592 -0.946 8.003 -0.163
H -2.910 -3.352 -6.019 0.120
H -0.620 1.693 -2.962 0.559
C -6.575 2.012 1.786 -0.495
N 5.652 0.309 6.729 -0.404
C 3.347 -0.545 -0.801 -0.679
H -0.644 -8.039 -4.647 0.171
H -0.875 -4.581 -0.253 0.357
H -0.738 -0.100 -1.317 -0.657
H -1.352 -0.966 7.346 0.126
H -2.663 -3.004 -0.129 0.531
H -1.276 7.488 -4.174 0.218
H -4.880 -1.313 -0.216 0.313
H -5.320 -0.172 2.768 -0.016
C -0.630 -3.696 0.453 -0.771
N -4.009 -2.532 7.555 -0.282
C -1.651 1.566 -2.480 -0.682
N 5.225 -6.523 1.467 -0.341
H -3.282 0.841 4.072 0.313
H -6.868 1.615 -8.738 0.165
H -3.764 1.045 -0.880 0.091
C 5.071 1.175 5.866 0.675
O -0.598 10.063 -5.909 -0.658
H 1.900 -0.829 6.002 0.075
O 1.620 -0.870 8.464 -0.657
C 4.034 2.327 -3.742 0.693
C 4.630 0.526 1.283 -0.699
H 4.133 2.433 -5.823 0.147
```

Output
spin multiplicity	1
molar mass	1180.7	g mol⁻¹
highest occupied orbital energy	-10.0	eV
net charge	+1
E_tot	-131480.5636	eV
orbital gap	0.27361	Eh